No. 1
Molecular formula: C32H28ClMgN5O5S
Method: DFT, ωB97M-V with the def2-TZVPD basis set

XYZ file:
```
73
Properties=species:S:1:pos:R:3
Cl 2.1573 2.1531 2.3751
S -0.5528 2.6115 0.3806
Mg 0.7569 0.1097 1.9651
O 1.1551 1.6343 3.2479
O 1.5961 3.2067 1.6047
O 2.5929 1.0990 1.5230
O 3.2382 2.6275 3.1373
O 0.0666 1.2846 0.6143
N -1.1486 -0.0598 2.6708
N 0.4123 -1.3453 0.7492
N 2.5778 -2.1124 2.3107
N 1.7651 -1.3315 3.0095
N -2.0509 -0.1941 1.7016
C -4.5967 -3.0949 -1.3053
C 5.4472 -2.5719 -1.6380
C 1.6013 -1.6224 0.1347
C -1.9920 -1.1911 0.7120
C 1.8562 -1.7091 4.2732
C 0.2990 3.3126 -1.0512
C 0.3402 4.9646 -2.7809
C -1.7550 1.0156 -1.5145
C -0.7683 -1.7257 0.2358
C 1.4058 4.3021 -3.3719
C 3.9317 -2.2945 0.3280
C -3.2747 -2.6328 -0.7715
C 1.3813 2.6653 -1.6121
C 1.9359 3.1666 -2.7801
C -3.0728 0.6637 1.8881
C -2.7775 0.5878 -2.3410
C -0.8734 -2.7551 -0.7275
C 4.1164 -2.2097 -1.0438
C 3.1990 -2.9974 3.1127
C -1.5956 0.8800 3.4921
C 2.7106 -2.0027 0.9185
C 1.8252 -1.4843 -1.2428
C -3.1400 2.8065 -0.7107
C -0.2109 4.4718 -1.6115
C -3.2028 -1.6597 0.2075
C 3.0464 -1.7671 -1.8166
C -2.8204 1.3661 3.0481
C 2.7554 -2.7670 4.3983
C -3.9779 1.2805 -2.3643
C -1.9394 2.1215 -0.7053
C -4.1592 2.3889 -1.5514
C -2.0775 -3.1860 -1.2215
H -5.0153 -3.8786 -0.6737
H 1.2642 -1.2259 5.0250
H 0.0333 -3.2289 -1.0739
H -3.4355 2.1166 3.5013
H -0.8135 0.4943 -1.4701
H 4.7699 -2.5805 0.9469
H -1.0266 1.1621 4.3554
H -5.3092 -2.2731 -1.3367
H 1.7754 1.7806 -1.1335
H 5.8199 -3.5023 -1.2092
H -3.2719 3.6520 -0.0529
H 1.8230 4.6748 -4.2968
H -4.4834 -3.5010 -2.3072
H 3.8864 -3.7320 2.7412
H -2.1012 -3.9784 -1.9559
H 3.1696 -1.6426 -2.8841
H 3.0388 -3.2919 5.2879
H 5.3782 -2.6939 -2.7166
H -1.0471 4.9684 -1.1434
H -4.1242 -1.2580 0.6028
H 2.7743 2.6630 -3.2381
H 6.1809 -1.7948 -1.4214
H -3.8943 0.7505 1.2061
H -0.0711 5.8536 -3.2388
H -5.0992 2.9225 -1.5623
H -2.6370 -0.2849 -2.9588
H -4.7767 0.9513 -3.0140
H 1.0091 -1.1282 -1.8563
```

The calculation puts the electronic energy at -80123.9807 eV. The calculation puts the energy above the lowest of the compared OMol25 structures with the same formula, charge and spin at 29.3 kcal per mole. As for the highest occupied orbital energy: -6.5 eV. Its charge is 0. For the LUMO energy, the calculation gives 0.5 eV.

No. 2
Molecular formula: C44H90AsF6N14O2
Method: DFT, ωB97M-V with the def2-TZVPD basis set

XYZ file:
```
157
Properties=species:S:1:pos:R:3
As -0.4401 0.7446 0.3293
F -1.8712 1.6112 -0.1662
F -0.0628 0.3118 -1.3120
F -1.3483 -0.7274 0.5133
F -0.8658 1.1173 2.0502
F 0.5113 2.2373 0.1827
F 0.9747 -0.1191 0.8915
O 5.1681 5.1120 -2.0741
O -5.4181 -0.2510 -0.4079
N -0.7401 4.1694 -4.0210
N -0.6759 5.9054 1.8881
N 1.8232 -4.1723 0.6753
N 0.3675 5.3743 -2.6481
N 1.1134 5.9545 3.0643
N 1.9949 -4.9297 2.7065
N 2.7132 -1.1022 6.6044
N -4.5338 1.0195 2.0581
N -2.9951 -1.9113 -5.1136
N 7.5315 3.8038 -1.5932
N -1.9814 -6.8167 0.3710
N -3.0213 -5.0447 -0.2405
N -1.8360 -3.7285 -5.0958
N 3.1842 -0.3668 4.6098
C -2.7581 -3.0624 -5.7681
C 1.3078 5.8215 -1.6068
C 2.3313 -3.9908 -0.7228
C 5.0699 6.2859 -2.9141
C -1.4425 -3.0367 -3.9966
C -2.0905 -1.8550 -4.0993
C -2.1400 -6.8805 -0.9828
C -6.3062 0.5758 0.3149
C 2.2703 5.4706 3.8152
C 0.8405 -3.6018 1.4417
C -1.1565 3.0776 -4.8681
C 0.2177 5.1100 2.4559
C 2.1942 -5.6350 3.9866
C 2.5840 -4.9440 1.5131
C 0.9510 -4.0822 2.7031
C 5.6891 2.4538 -0.6360
C 0.2100 4.1214 -3.0672
C -5.9192 0.5209 1.7600
C -0.4535 7.2181 2.1616
C 3.7203 -0.8782 5.7727
C -6.8566 1.3553 2.5969
C 1.8666 -0.2014 4.8501
C -1.1667 5.4504 -4.2471
C -2.5780 -5.7321 0.8372
C -2.8352 -5.8036 -1.3680
C -3.8157 -3.8421 -0.1318
C -3.0074 4.8702 2.1119
C 3.2224 -3.2642 7.7045
C -0.4189 6.2277 -3.4499
C -1.1307 -7.7370 1.2423
C -1.8342 -8.0695 2.5299
C 2.9280 -1.7908 7.8968
C 4.0306 0.0584 3.4590
C 1.5365 -0.6621 6.0804
C 6.2896 2.9679 -1.9298
C -0.4665 -4.7604 -6.8712
C 5.4786 3.9308 -2.7803
C -1.8757 5.3512 1.1926
C 2.8282 -2.5349 -0.9661
C 0.6596 7.2356 2.9239
C -0.3388 3.0194 -6.1461
C -3.9709 -0.8860 -5.6020
C -5.9049 -0.8737 -1.5836
C -1.2639 -4.9915 -5.6282
H 0.2226 4.0261 2.3538
H 4.7424 -1.1748 5.9194
H -7.8354 0.8983 2.5838
H -6.2769 1.5939 -0.0372
H -0.9224 -8.5742 0.5687
H 2.0298 -1.8468 -0.7117
H 0.7572 3.2636 -2.7258
H 3.1135 -4.7158 -0.8529
H 4.5499 7.0169 -2.3072
H 4.1938 -3.4450 7.2522
H -1.1825 7.9864 1.9267
H 1.1935 0.2859 4.1582
H -3.1636 -5.4830 -2.3336
H 2.2858 5.9471 4.7974
H 0.2700 -2.8003 1.0562
H 4.6284 2.2533 -0.7191
H -0.6863 -3.4459 -3.3464
H -3.2602 5.6244 2.8456
H -1.0620 -4.3724 -7.7095
H -4.7853 -4.0507 -0.5684
H -2.0202 -1.0103 -3.4402
H -4.5911 2.0240 1.8733
H 4.9326 -0.5942 3.3038
H -0.2019 -7.2133 1.4199
H -0.7015 -5.3916 -4.7871
H 1.9993 -6.6914 3.8794
H -0.4395 7.2699 -3.1735
H -0.1070 -5.7627 -7.1505
H -1.9194 5.7089 -4.9586
H -3.9228 4.7352 1.5378
H 0.4008 -3.7715 3.5689
H 3.1266 5.8371 3.2854
H 8.1041 3.1955 -1.0404
H 3.6886 -2.3664 -0.3155
H 0.4274 -4.1775 -6.7184
H -3.5071 0.0762 -5.7625
H 3.7641 -1.3249 8.3751
H -6.1657 -0.0451 -2.2608
H 3.1960 -3.6805 8.7093
H -6.5166 1.4443 3.6354
H -2.6838 -5.4954 1.9161
H -2.0596 -7.2788 3.2676
H 2.1223 4.4310 3.9671
H -4.3444 0.8563 3.0646
H 1.1568 8.0371 3.4756
H 3.1796 -5.3936 4.4109
H 1.4876 -4.2841 -1.3591
H -0.7233 2.1632 -6.6908
H -2.8061 -8.5268 2.3440
H 3.4641 -5.4858 1.1839
H -2.2352 6.2605 0.7010
H -0.5097 3.9156 -6.6978
H 2.3928 -3.7332 7.1489
H -3.8442 -3.6936 0.9293
H 4.3057 1.1167 3.5295
H -1.0727 2.1648 -4.2801
H -7.3279 0.2294 0.1574
H -5.0326 -1.3708 -2.0353
H 3.3677 -0.0008 2.5983
H 6.0306 4.1245 -3.7273
H 6.0534 6.6561 -3.1039
H 2.0068 -1.5840 8.4439
H -4.3390 -1.2534 -6.5289
H 3.1858 -2.4013 -1.9689
H -4.8019 -0.7039 -4.9053
H 1.3822 6.8773 -1.7127
H -1.5619 4.6652 0.3866
H -1.6815 -7.7067 -1.4815
H 8.1089 4.0561 -2.4058
H 4.5002 3.4110 -2.9019
H 4.5422 6.0926 -3.8351
H 2.3129 5.4664 -1.8023
H -3.3538 -3.0810 -0.7054
H -1.2731 -8.8288 3.1025
H -6.7800 -1.4632 -1.4635
H 0.7153 2.8602 -5.9285
H -6.9931 2.3203 2.1251
H -2.8883 3.9098 2.6309
H 5.7623 3.1977 0.1689
H -3.3109 -3.5041 -6.5961
H 0.8985 5.5483 -0.6257
H -3.7666 0.6571 1.4610
H 6.1787 1.5147 -0.3809
H -5.9251 -0.5345 2.0555
H 1.4279 -5.1948 4.6070
H -2.0505 -5.6992 -5.8218
H 6.6466 2.1795 -2.5766
H 7.2998 4.6426 -1.1131
H -2.2311 3.1785 -5.0611
H 0.6215 -0.7613 6.6460
```

The calculation puts the electronic energy at -149116.7350 eV. As for the highest occupied orbital energy: -22.7 eV. Its charge is +7. For the LUMO energy, the calculation gives -12.7 eV.

No. 3
Molecular formula: C6H12NO
Method: DFT, ωB97M-V with the def2-TZVPD basis set

XYZ file:
```
20
Properties=species:S:1:pos:R:3
O 0.0291 0.6269 3.6499
N 1.3963 -0.0957 -2.3467
C -1.0056 -0.0041 3.2272
C 0.2754 -0.2048 -1.4513
C 0.3914 -0.6413 -0.1714
C 1.3997 1.2399 -3.1429
C -0.6419 -1.1901 0.7430
C -1.1835 0.0252 1.6009
H -0.7035 -0.0996 -1.9867
H -0.7727 1.0190 1.3225
H 2.2347 -0.1409 -1.7260
H -2.2795 -0.1075 1.4154
H -0.3251 -1.8322 1.5606
H 2.3345 1.2055 -3.7496
H 0.5489 1.1977 -3.8640
H 1.3629 -0.5216 0.2670
H 1.3803 2.2355 -2.5504
H -1.3287 -1.8539 0.2099
H -1.9702 0.2913 3.7319
H -1.1426 -1.1494 3.2606
```

The calculation puts the electronic energy at -9947.8466 eV. The calculation puts the energy above the lowest of the compared OMol25 structures with the same formula, charge and spin at 21.8 kcal per mole. As for the highest occupied orbital energy (spin up / spin down): 3.6 / -0.2 eV. The spin multiplicity is 2. Its charge is -2. For the LUMO energy (spin up / spin down), the calculation gives 6.6 / 6.5 eV.

No. 4
Molecular formula: C7H28N14O7
Method: DFT, ωB97M-V with the def2-TZVPD basis set

XYZ file:
```
56
Properties=species:S:1:pos:R:3
O -3.6724 0.1103 -0.7933
O 4.3925 3.8736 -0.6075
O -0.7588 0.8374 1.7791
O 3.6959 -3.8400 1.0506
O -0.8660 2.6089 6.4280
O 0.7720 -0.8773 -2.7106
O -4.5901 -1.9574 3.9582
N -4.5837 -1.4206 -2.2241
N -1.7791 2.9597 4.3736
N 4.0775 -4.1425 -1.1357
N 2.6736 -2.4664 -0.4575
N -0.3240 1.2290 4.7042
N -3.6648 -1.7796 1.8756
N 4.4951 1.6393 -0.1956
N -2.8933 -0.4873 3.5889
N 3.5191 2.4570 -2.1201
N 1.2539 1.0740 -3.7629
N -5.1085 0.8189 -2.3627
N -0.8407 0.1037 -0.3852
N 2.2814 -0.8778 -4.4194
N 1.1644 0.3960 0.6370
C -0.9518 2.3235 5.2426
C 3.5269 -3.4642 -0.0922
C -3.7898 -1.4339 3.1990
C 1.4009 -0.2691 -3.5663
C -4.3664 -0.1623 -1.7682
C 4.1768 2.7316 -0.9488
C -0.1932 0.4787 0.7432
H -1.8472 -0.0131 -0.3886
H 2.5565 -2.2606 -1.4361
H 0.3269 0.6734 5.2209
H -4.0493 -2.1826 -1.8495
H 2.2295 -1.8671 -4.5765
H 0.5461 1.5741 -3.2587
H -5.3222 1.6341 -1.8179
H -2.3235 3.7377 4.6943
H 4.8860 1.7930 0.7132
H 2.3011 -1.7701 0.1622
H 1.7166 1.4982 -4.5460
H -2.8499 -0.0498 4.4905
H -4.2829 -2.4595 1.4796
H 4.6821 -4.9264 -0.9844
H 3.3054 3.1841 -2.7743
H -3.2358 -1.1055 1.2654
H 4.4907 0.7583 -0.6754
H 2.7717 -0.3324 -5.1061
H -1.8968 2.6994 3.4095
H 1.5487 0.2087 -0.2732
H 4.0741 -3.7778 -2.0716
H -5.7091 0.6252 -3.1438
H -2.1211 -0.2308 2.9902
H -0.3556 0.3285 -1.2348
H -0.4020 1.1543 3.6991
H -5.3080 -1.6201 -2.8876
H 3.4263 1.5198 -2.4666
H 1.7942 0.7438 1.3363
```

The SMILES is NC(N)=O.NC(N)=O.NC(N)=O.NC(N)=O.NC(N)=O.NC(N)=O.NC(N)=O. The calculation puts the electronic energy at -42914.3242 eV. The calculation puts the energy above the lowest of the compared OMol25 structures with the same formula, charge and spin at 20.3 kcal per mole. As for the highest occupied orbital energy: -8.9 eV. Its charge is 0. For the LUMO energy, the calculation gives -0.6 eV.

No. 5
Molecular formula: C4H7NO
Method: DFT, ωB97M-V with the def2-TZVPD basis set

XYZ file:
```
13
Properties=species:S:1:pos:R:3
O 2.1726 -0.7445 -0.0121
N -1.4201 -1.0221 0.0945
C -0.1085 -1.0735 -0.1803
C 0.8658 -0.1938 0.0981
C -2.2329 -0.0558 -0.1114
C 0.8544 1.3369 0.1223
H 2.1460 -1.6469 0.2075
H -3.2697 -0.1037 0.1881
H 0.7252 1.7269 -0.8023
H 0.0917 -2.0933 -0.1465
H 1.8349 1.5787 0.5172
H 0.0778 1.5590 0.7864
H -1.7372 0.7323 -0.7613
```

The SMILES is C=N/C=C(\C)O. The calculation puts the electronic energy at -7796.4882 eV. The calculation puts the energy above the lowest of the compared OMol25 structures with the same formula, charge and spin at 72.8 kcal per mole. As for the highest occupied orbital energy: -8.2 eV. Its charge is 0. For the LUMO energy, the calculation gives 0.8 eV.

No. 6
Molecular formula: C5H8O3
Method: DFT, ωB97M-V with the def2-TZVPD basis set

XYZ file:
```
16
Properties=species:S:1:pos:R:3
O 0.4167 -1.8614 -2.0585
O 2.3779 -1.0797 0.3155
O -1.1996 -0.9738 -0.1583
C -0.5668 1.3953 -0.1926
C 0.8461 -0.7470 -1.6499
C -0.0835 -0.1561 1.7169
C 1.4943 -0.6965 -0.3589
C -0.2620 -0.0415 0.2111
H 0.8354 0.1624 -2.2635
H -0.8337 1.4653 -1.2500
H 0.0006 -1.2042 2.0137
H -1.4490 1.7630 0.3421
H -0.9614 0.2519 2.2297
H 0.2820 2.0552 0.0039
H 0.7865 0.3839 2.0983
H -1.6834 -0.7169 -0.9995
```

The calculation puts the electronic energy at -11454.2006 eV. The calculation puts the energy above the lowest of the compared OMol25 structures with the same formula, charge and spin at 76.5 kcal per mole. As for the highest occupied orbital energy: -8.5 eV. Its charge is 0. For the LUMO energy, the calculation gives 0.2 eV.